Formula: C12H26N2O3S
Source: OMol25
Level of theory: wB97M-V/def2-TZVPD

Values from the calculation:
LUMO energy = -0.5 eV
Electronic energy = -1205.8812 Ha
HOMO-LUMO gap = 0.1731 Eh

ORCA input file:
```
! RIJCOSX wB97M-V def2-TZVPD def2/J DEFGRID3
* xyz 0 1
H -3.31063 1.70392 0.19382
H 4.45208 -0.63760 3.68400
C -1.67413 0.01745 1.44027
C 4.28826 0.42875 3.23465
H 5.87242 0.87942 0.79477
H -3.11274 -1.94857 0.52821
H -2.14688 -0.56499 -3.90875
H -4.88658 -2.11889 -1.00797
H -1.61158 1.91742 -0.25877
H -3.61510 -1.45166 -2.01880
H 3.71036 0.93582 0.59626
C 0.16988 -0.05918 -0.97584
H 0.85552 -0.63993 -1.60157
H -1.76701 0.87220 -4.83395
H 0.05270 0.91545 -1.44677
C -2.92414 1.54389 -1.92429
O 1.85202 1.11943 2.04923
S 3.13527 0.33981 1.73966
H 3.67520 1.00768 4.04278
H -3.07895 2.61854 -2.07703
H 5.88113 -3.35431 2.37610
H -4.10848 -0.52591 0.86897
C 6.31371 0.62932 1.83838
H -3.40609 0.65627 -4.19348
C -2.51458 1.33699 -0.46266
C -3.45838 -0.99560 0.12264
C 6.25780 -2.29502 2.09763
H 7.38381 1.08705 1.91995
O -1.88939 1.15349 -2.81526
H -4.91769 -0.41885 -1.37166
C -1.13273 -0.82605 -0.82525
C -4.24054 -1.24633 -1.15053
H -0.79363 0.65691 1.44841
N -2.20828 -0.10588 0.00173
H -2.46164 0.47070 2.05609
C -2.34743 0.50373 -3.99458
H -1.43337 -0.98046 1.81090
H -3.87164 1.06886 -2.16187
H -0.93469 -1.77740 -0.32182
O 2.80172 -1.12002 1.43989
H 0.66886 0.09062 -0.01222
C 6.48708 -1.00362 1.89224
N 5.54207 1.17876 2.98630
H -1.55355 -1.06223 -1.79981
*
```

Formula: C3H6ClFO
Source: OMol25
Level of theory: wB97M-V/def2-TZVPD

Values from the calculation:
LUMO energy (spin up / spin down) = -1.1 / -1.1 eV
Electronic energy = -753.0370 Ha
Energy above the lowest of the compared OMol25 structures with the same formula, charge and spin = 447.4 kJ/mol
HOMO-LUMO gap (spin up / spin down) = 0.2655 / 0.2661 Eh

ORCA input file:
```
! RIJCOSX wB97M-V def2-TZVPD def2/J DEFGRID3
* xyz 0 1
C -0.44499 -1.90407 -0.72209
F 2.02852 0.83053 0.34692
H 0.47701 1.96540 1.86142
H -0.99996 2.04424 0.56689
H 0.44146 -2.52999 -1.24574
O -0.15365 -1.18719 0.34475
C 0.72384 1.05680 -0.00267
C -0.10123 1.57584 1.00152
Cl 0.62003 1.21093 -1.64635
H -0.49030 0.80016 1.54177
H -0.83376 -1.27661 -1.54079
H -1.26697 -2.58605 -0.50562
*
```